{
  "formula": "C6H11FSi",
  "method": "ωB97M-V/def2-TZVPD",
  "total_energy_ev": -16995.333,
  "homo_energy_ev": -9.2,
  "e_above_lowest_kcal_mol": 0.00,
  "homo_lumo_gap_ev": 9.71,
  "smiles": "C=C/C=C\\[Si](C)(C)F",
  "species": ["C", "C", "C", "C", "C", "C", "F", "Si", "H", "H", "H", "H", "H", "H", "H", "H", "H", "H", "H"],
  "positions_angstrom": [[2.54, -0.13, 0.57], [1.63, -0.58, 1.55], [2.04, 0.86, -0.18], [0.32, -0.54, 1.30], [-2.44, -0.91, 0.09], [-1.12, 1.20, -1.41], [0.15, -1.23, -1.36], [-0.71, -0.31, -0.31], [3.49, -0.61, 0.34], [2.08, -0.91, 2.55], [1.11, 1.40, 0.06], [2.59, 1.30, -1.05], [-0.24, -0.63, 2.17], [-2.49, -2.03, 0.41], [-2.71, -0.33, 1.06], [-3.01, -0.70, -0.74], [-2.17, 1.16, -1.86], [-0.70, 2.08, -0.97], [-0.38, 0.92, -2.22]],
  "mulliken_charge": [-0.1745, -0.0811, -0.8189, -0.7635, -1.0454, -1.0773, -0.3607, 0.8742, 0.3724, 0.3028, 0.3802, 0.1856, 0.4003, 0.2690, 0.2601, 0.3283, 0.2911, 0.3603, 0.2973]
}